The following is a DFT calculation (the ωB97M-V functional and the def2-TZVPD basis) of 12 unconnected molecules or ions with the total composition C4H29NO13S.

Calculated values
HOMO-LUMO gap   5.6 eV
ΔE to the lowest compared entry with this formula, charge and spin   29.23 kJ/mol
E   -1600.9580 Ha
Charge   -2
2S+1   1

The geometry in XYZ format:
```
48
Properties=species:S:1:pos:R:3:forces:R:3
O 1.491 0.682 -0.091 0.584 -0.042 0.669
C 0.456 0.633 -0.753 -0.248 0.351 -1.115
N -0.340 -0.460 -0.711 -0.048 -0.341 0.483
C -1.788 -0.542 -1.010 0.275 0.153 -0.630
O -2.567 -0.178 0.037 -0.050 -0.074 0.459
C 0.122 1.701 -1.812 0.824 -0.448 1.077
C 1.101 2.851 -1.782 1.501 0.741 0.016
S 1.148 3.902 -3.296 -0.251 -0.186 0.246
H -0.055 -1.128 0.001 0.114 0.084 -0.095
H -1.929 -1.591 -1.337 -0.044 -0.032 0.136
H -1.960 0.066 -1.909 0.011 0.038 0.018
H 0.378 1.231 -2.760 -0.786 -0.237 -0.347
H -0.932 1.942 -1.708 -0.035 0.276 -0.455
H 1.181 3.430 -0.854 -1.023 0.132 -0.028
H 2.109 2.425 -1.737 -0.112 -0.450 -0.164
H -0.902 -4.119 1.277 0.101 0.143 -0.334
H -2.076 -5.030 1.384 -0.114 -0.067 -0.175
O -1.437 -4.717 0.733 0.022 -0.025 0.489
H 3.324 1.962 0.409 -0.383 0.310 -0.171
H 3.843 3.386 0.801 -0.215 -0.027 -0.371
O 3.706 2.493 1.118 0.319 -0.375 0.526
H 2.157 -0.476 -4.006 0.153 0.069 0.029
H 1.349 -1.263 -2.993 -0.044 0.011 0.005
O 1.651 -1.285 -3.908 -0.163 -0.193 0.017
H 3.326 1.223 -3.228 -0.081 0.459 0.332
H 3.909 0.743 -1.868 -0.422 0.115 0.142
O 4.059 0.756 -2.813 0.396 -0.335 -0.517
H -1.981 -1.870 3.392 -0.067 0.032 0.796
H -1.820 -1.198 4.784 -0.017 0.051 -0.057
O -2.218 -1.967 4.365 -0.009 -0.057 -0.411
H -3.393 -2.968 0.129 -0.134 -0.015 0.039
H -3.419 -1.487 0.550 0.184 0.578 -0.268
O -3.622 -2.405 0.879 -0.292 -0.727 -0.127
H 3.627 -1.059 2.166 0.033 -0.094 0.062
H 2.423 -0.375 1.582 -0.494 0.392 -0.561
O 2.743 -1.240 1.836 0.367 -0.406 0.379
H 1.000 1.714 2.185 0.005 -0.242 -0.751
H -0.582 1.672 2.053 0.261 -0.244 -0.546
O 0.165 1.954 2.579 -0.326 0.532 1.191
H -4.898 1.735 -0.708 0.283 0.134 0.331
H -3.866 0.485 -0.539 -0.075 0.567 -0.041
O -4.626 0.895 -1.066 -0.336 -0.514 -0.434
H 0.817 -2.589 3.729 -0.110 0.152 -0.138
H -0.501 -2.804 4.516 0.086 0.189 -0.132
O 0.468 -2.815 4.595 0.193 -0.332 0.294
H -1.342 -0.939 1.566 -0.231 -0.073 -0.129
H -2.080 -2.261 1.457 0.010 0.227 0.179
O -1.284 -1.856 1.888 0.391 -0.200 0.081
```
Forces are in eV/Å.

natural (NBO) atomic charge list, values in e, 6 entries: atom 1 (O): -0.748, atom 2 (C): 0.714, atom 3 (N): -0.654, atom 4 (C): 0.112, atom 5 (O): -0.946, atom 6 (C): -0.534